(1)
Molecular formula: C4H5NOS2
Method: DFT, the ωB97M-V functional and the def2-TZVPD basis

Each line ends with the Löwdin charge.
Cartesian coordinates (Å):
S  -0.7160  -0.4080  -1.4776  0.9559
S  0.7113  2.5249  0.9554  0.7021
O  1.7579  -1.4504  0.1883  0.0377
N  -0.0371  1.0607  0.4720  -0.4253
C  -0.0375  1.0268  -0.7672  -0.6829
C  -0.6618  -1.5284  -0.1186  -0.5973
C  0.6646  -1.8639  0.5633  -0.2510
C  -1.7676  -2.0807  0.3529  0.0078
H  -2.7004  -1.9023  -0.1900  0.0652
H  -1.8478  -2.7452  1.2881  0.1070
H  1.0515  2.1885  2.2867  -0.1085
H  0.1802  1.8635  -1.4758  0.0822
H  0.4016  -2.4189  1.4543  0.1069

Properties
Energy relative to the best compared isomer or geometry (same formula, charge and spin) in eV: 2.5404
E_LUMO in eV: 0.01
Gap between HOMO and LUMO in hartree: 0.3130
Calculated total energy in eV: -29434.5537

=====

(2)
Molecular formula: C4H5NS
Method: DFT, the ωB97M-V functional and the def2-TZVPD basis

Each line ends with the Löwdin charge.
Cartesian coordinates (Å):
S  -0.4753  1.5719  1.1419  0.7306
N  1.0693  -0.1741  -1.0402  -0.0307
C  1.0399  -0.6665  0.3053  -0.2541
C  -0.3756  -0.3268  0.9031  -0.4713
C  -1.2138  0.4045  -0.0884  -0.4492
C  0.0502  0.3929  -1.4298  -0.0973
H  -0.1787  0.8565  -2.3933  0.0971
H  -0.8288  -0.7649  1.8368  0.1071
H  1.8581  0.0045  0.8672  0.1460
H  1.3775  -1.7347  0.2576  0.1178
H  -2.3228  0.4367  -0.3603  0.1039

Properties
Energy relative to the best compared isomer or geometry (same formula, charge and spin) in eV: 2.3847
SMILES string: C1=NC[C@H]2S[C@@H]12
E_LUMO in eV: 0.93
Gap between HOMO and LUMO in hartree: 0.3421
Calculated total energy in eV: -16551.6803

=====

(3)
Molecular formula: C4H5NS
Method: DFT, the ωB97M-V functional and the def2-TZVPD basis

Each line ends with the Löwdin charge.
Cartesian coordinates (Å):
S  -1.2937  -1.5855  1.8983  0.5908
N  0.7355  1.0201  -0.1010  -0.0002
C  -0.2982  -0.3332  1.4282  -0.6292
C  0.0103  -0.0022  0.1118  -0.4587
C  1.2003  2.0516  -0.4077  0.1487
C  -0.4731  -0.8855  -1.0748  -0.0637
H  -0.0974  -0.4696  -2.0727  0.0932
H  0.1070  0.4569  2.1144  0.0770
H  -1.6086  -0.8991  -0.8457  0.0795
H  -0.3932  -2.0016  -0.8862  0.0696
H  2.1111  2.6482  -0.1646  0.0932

Properties
Energy relative to the best compared isomer or geometry (same formula, charge and spin) in eV: 3.3924
E_LUMO (alpha / beta) in eV: -0.82 / -0.82
Gap between HOMO and LUMO (alpha / beta) in hartree: 0.2589 / 0.2589
Calculated total energy in eV: -16550.6725

=====

(4)
Molecular formula: C4H5NS
Method: DFT, the ωB97M-V functional and the def2-TZVPD basis

Each line ends with the Löwdin charge.
Cartesian coordinates (Å):
S  2.0855  0.6200  -0.0602  0.6257
N  1.3049  -0.7986  0.4254  -0.4770
C  -2.0391  0.4977  0.0782  0.0890
C  -0.8771  1.3845  0.0933  -0.2015
C  -0.9184  -0.1476  0.0179  -0.2764
C  0.0942  -1.0803  -0.3499  -0.2826
H  1.4269  -1.3167  1.2691  0.0718
H  -0.7588  2.0152  1.0595  0.1091
H  0.2694  -0.8663  -1.4106  0.1204
H  -0.4456  1.8178  -0.8948  0.0984
H  -0.1419  -2.1258  -0.2279  0.1231

Properties
Energy relative to the best compared isomer or geometry (same formula, charge and spin) in eV: 6.2145
E_LUMO (alpha / beta) in eV: -1.13 / -1.12
Gap between HOMO and LUMO (alpha / beta) in hartree: 0.2756 / 0.2825
Calculated total energy in eV: -16547.8504

=====

(5)
Molecular formula: C4H5NS
Method: DFT, the ωB97M-V functional and the def2-TZVPD basis

Each line ends with the Löwdin charge.
Cartesian coordinates (Å):
S  2.5583  -0.2031  -0.0512  0.8017
N  0.0636  -1.1652  -0.0377  -0.0117
C  -1.2969  0.5579  -0.0810  -0.1265
C  0.8178  -0.0539  0.0353  -0.7275
C  -1.2827  -0.8148  -0.0590  -0.1191
C  0.0147  1.0406  -0.0133  -0.1306
H  -2.0629  -1.5572  0.0389  0.1040
H  2.7442  1.0811  -0.0272  -0.1579
H  0.3810  -2.1347  0.1258  0.1622
H  -2.2072  1.1527  -0.0119  0.0989
H  0.2700  2.0965  0.0813  0.1066

Properties
Energy relative to the best compared isomer or geometry (same formula, charge and spin) in eV: 0.2148
SMILES string: Sc1ccc[nH]1
E_LUMO in eV: 0.87
Gap between HOMO and LUMO in hartree: 0.3164
Calculated total energy in eV: -16553.8501

=====

(6)
Molecular formula: C4H5NS
Method: DFT, the ωB97M-V functional and the def2-TZVPD basis

Each line ends with the Löwdin charge.
Cartesian coordinates (Å):
S  -0.6474  0.1194  2.1590  0.9422
N  -1.3615  0.1561  0.7609  -0.4326
C  0.9519  -0.3639  2.1260  -0.3548
C  -0.9020  -0.2727  -0.4873  -0.3618
C  -1.1773  1.6098  -2.3466  0.0921
C  -0.9367  0.8267  -1.4739  -0.1088
H  -0.9844  2.4923  -2.9580  0.0393
H  0.1168  -0.7536  -0.4569  0.1095
H  1.5038  -0.1867  3.0269  -0.0216
H  1.4488  -1.0213  1.4089  0.0091
H  -1.4575  -1.1140  -0.6966  0.0873

Properties
Energy relative to the best compared isomer or geometry (same formula, charge and spin) in eV: 4.6309
E_LUMO in eV: -0.25
Gap between HOMO and LUMO in hartree: 0.3055
Calculated total energy in eV: -16549.4340

=====

(7)
Molecular formula: C4H5NS
Method: DFT, the ωB97M-V functional and the def2-TZVPD basis

Each line ends with the Löwdin charge.
Cartesian coordinates (Å):
S  2.2338  1.1170  -0.2945  0.7891
N  -1.3484  0.2266  0.5337  -0.0345
C  0.2390  -0.7440  -0.7011  -0.1260
C  -0.2147  1.0330  0.6103  -0.1495
C  -1.1004  -0.8769  -0.1506  -0.1649
C  0.6517  0.5497  -0.3738  -0.7512
H  -0.3168  1.8462  1.2914  0.1049
H  -1.9564  0.3098  1.3216  0.1386
H  -1.6818  -2.0389  0.0799  0.1896
H  2.6216  0.1136  -1.1456  -0.1013
H  0.8724  -1.5361  -1.1713  0.1050

Properties
Energy relative to the best compared isomer or geometry (same formula, charge and spin) in eV: 1.9478
SMILES string: Sc1cc[nH]c1
E_LUMO in eV: 0.90
Gap between HOMO and LUMO in hartree: 0.3172
Calculated total energy in eV: -16552.1171

=====

(8)
Molecular formula: C4H5NS2
Method: DFT, the ωB97M-V functional and the def2-TZVPD basis

Each line ends with the Löwdin charge.
Cartesian coordinates (Å):
S  -2.1115  -0.6878  -0.2428  0.8255
S  -2.6602  2.3665  -0.0074  0.5546
N  1.8056  -0.2889  -0.2306  0.0278
C  0.4236  -0.1225  -0.1157  -0.4302
C  -1.5363  1.1051  -0.0233  -1.0621
C  -0.3737  -1.3913  -0.0797  -0.3876
C  -0.1686  1.1784  -0.0289  -0.1733
H  -0.0968  -1.9624  0.8521  0.1071
H  0.4099  2.0658  0.1427  0.1065
H  2.3376  0.6475  -0.0601  0.1135
H  2.1914  -0.9765  0.8111  0.2374
H  -0.2209  -1.9338  -1.0173  0.0808

Properties
Energy relative to the best compared isomer or geometry (same formula, charge and spin) in eV: 2.2740
E_LUMO in eV: -0.83
Gap between HOMO and LUMO in hartree: 0.2740
Calculated total energy in eV: -27387.4419

=====

(9)
Molecular formula: C4H5NS3
Method: DFT, the ωB97M-V functional and the def2-TZVPD basis

Each line ends with the Löwdin charge.
Cartesian coordinates (Å):
S  -0.9424  1.9227  0.7146  0.6590
S  2.6030  0.2688  -0.4501  0.6855
S  -2.3910  -0.7903  -0.6457  0.6656
N  0.3031  -0.9176  0.2781  -0.2787
C  0.8649  0.0809  -0.3575  -0.7804
C  -1.1014  -1.2183  0.2839  -0.6548
C  0.0024  1.3158  -0.5230  -0.6393
C  1.2197  -1.8034  0.8881  -0.1270
H  0.8681  -2.8112  1.3392  0.1382
H  -1.1656  -1.9161  1.3529  0.1515
H  1.8709  -1.1322  1.2689  -0.0088
H  0.2747  1.8032  -1.5169  0.0826
H  1.8027  -2.1916  -0.0411  0.1065

Properties
Energy relative to the best compared isomer or geometry (same formula, charge and spin) in eV: 3.6581
SMILES string: CN(C=S)C(=S)C=S
E_LUMO in eV: -1.87
Gap between HOMO and LUMO in hartree: 0.2610
Calculated total energy in eV: -38221.0749

=====

(10)
Molecular formula: C4H5NaO2Tl
Method: DFT, the ωB97M-V functional and the def2-TZVPD basis

Each line ends with the Löwdin charge.
Cartesian coordinates (Å):
Tl  -2.5506  4.0347  1.2650  0.3869
Na  -1.9135  -1.3812  1.4775  0.5845
O  0.2300  -1.9538  1.0955  -0.0851
O  -1.3859  2.1287  0.2217  -0.5194
C  0.8886  -0.6569  -0.8384  -0.2052
C  -0.3851  1.3030  0.1299  -0.3858
C  -0.2352  0.3085  -0.7946  -0.1637
C  1.1010  -1.6473  0.2578  -0.2534
H  1.9379  -0.2421  -0.3909  0.1680
H  0.4154  1.4094  0.8917  0.1182
H  -0.9437  0.2758  -1.6288  0.0964
H  1.9475  -2.3505  0.0966  0.1321
H  0.8936  -1.2283  -1.7831  0.1265

Properties
Spin multiplicity: 2
<S²>: 0.75
Energy relative to the best compared isomer or geometry (same formula, charge and spin) in eV: 0.0000
E_LUMO (alpha / beta) in eV: -0.79 / -0.30
Gap between HOMO and LUMO (alpha / beta) in hartree: 0.1047 / 0.2582
Calculated total energy in eV: -17430.6345

=====

> What is the calculated total energy in the fifth record?

-16553.8501 eV

=====

> The lowest calculated total energy belongs to which entry?

C4H5NS3